Entry from the OMol25 dataset: a cluster of 8 separate species, C41H46ClN3O10 in total at a distorted geometry (ωB97M-V/def2-TZVPD).

Properties
Total energy: -80719.3130 eV
Net charge: 0
Lowest unoccupied orbital energy: -0.08 eV
Relative energy (zero: lowest compared OMol25 entry of this formula, charge and spin): 0.0 kcal per mole
2S+1: 1
HOMO: -7.55 eV
Orbital gap: 7.47 eV

Geometry as XYZ:
```
101
C41H46ClN3O10 | the OMol25 dataset | ωB97M-V/def2-TZVPD
C 36.522 33.877 31.615
C 36.301 32.341 31.319
N 34.941 32.077 31.717
C 33.847 31.828 30.793
C 32.761 31.604 31.593
N 33.144 31.611 32.905
C 34.435 31.928 32.958
C 32.298 31.586 34.149
H 36.281 34.045 32.710
H 35.709 34.532 30.990
H 37.577 34.245 31.340
H 37.085 31.801 31.993
H 36.481 32.075 30.467
H 34.000 31.887 29.635
H 31.796 31.545 31.335
H 35.058 31.919 33.843
H 31.566 32.151 34.077
H 32.855 32.110 35.012
H 32.089 30.471 34.462
Cl 35.820 34.371 35.278
N 36.117 35.412 40.590
C 36.818 34.994 39.556
C 36.911 35.741 38.397
C 36.255 36.959 38.207
C 35.523 37.411 39.269
C 35.540 36.674 40.445
H 37.306 34.008 39.786
H 37.458 35.392 37.502
H 36.120 37.450 37.290
H 34.952 38.349 39.222
H 35.063 36.998 41.340
C 31.878 33.755 38.721
C 33.166 33.308 38.134
C 33.229 32.056 37.491
C 32.058 31.298 37.460
C 30.853 31.785 37.881
C 30.836 32.928 38.690
O 29.600 33.300 39.247
O 34.388 31.753 36.854
H 32.028 34.802 39.072
H 33.957 33.958 37.999
H 32.081 30.319 36.910
H 29.749 31.098 37.713
H 29.760 33.930 39.832
H 34.906 32.581 36.653
C 30.289 34.955 35.230
C 31.794 34.950 34.824
C 32.125 35.365 33.581
C 31.183 35.990 32.790
C 29.767 36.003 33.138
C 29.367 35.425 34.287
O 28.074 35.477 34.628
O 33.478 35.272 33.181
H 29.773 34.805 36.248
H 32.549 34.444 35.185
H 31.366 36.364 31.766
H 29.165 36.238 32.479
H 27.665 35.859 33.833
H 34.131 35.025 33.827
C 41.166 33.574 32.957
C 39.940 33.547 33.799
C 39.955 32.975 35.095
C 41.212 32.845 35.691
C 42.404 32.895 34.895
C 42.458 33.367 33.524
O 43.631 33.627 32.893
O 38.852 32.702 35.814
H 41.025 33.781 31.907
H 39.095 33.646 33.267
H 41.337 32.570 36.604
H 43.309 32.703 35.315
H 44.386 33.095 33.216
H 38.062 33.298 35.579
C 38.609 36.954 32.965
C 39.590 37.401 31.908
C 40.520 38.373 32.325
C 40.665 38.665 33.713
C 39.682 38.155 34.717
C 38.705 37.293 34.315
O 37.946 36.839 35.317
O 41.383 38.870 31.384
H 37.716 36.188 32.527
H 39.439 37.177 31.061
H 41.618 39.128 34.010
H 39.956 38.406 35.828
H 37.398 36.132 35.026
H 41.927 39.590 31.635
C 31.702 37.609 37.439
C 33.011 37.245 36.914
C 33.547 38.077 35.747
C 33.037 39.252 35.481
C 31.819 39.636 36.141
C 31.189 38.841 37.167
O 30.091 39.276 37.797
O 34.653 37.613 35.095
H 31.329 37.079 38.323
H 33.763 36.447 37.190
H 33.166 39.652 34.416
H 31.179 40.457 35.758
H 30.031 40.181 37.697
H 35.072 36.900 35.633
```

Results of the Löwdin charge analysis, in e, for atoms 1 through 6: atom 1 (C): -0.09, atom 2 (C): -0.15, atom 3 (N): -0.04, atom 4 (C): 0.04, atom 5 (C): -0.02, atom 6 (N): -0.04